289
Properties=species:S:1:pos:R:3 method="wB97M-V/def2-TZVPD" charge=0
C -13.093 -28.541 11.743
C -13.909 -29.154 10.656
C -14.306 -28.044 9.672
O -15.328 -27.327 10.315
C -15.487 -26.021 9.804
N -13.157 -30.196 9.967
H -12.497 -29.331 12.150
H -13.662 -27.993 12.516
H -12.371 -27.805 11.393
H -14.807 -29.510 11.121
H -14.771 -28.459 8.805
H -13.494 -27.429 9.349
H -14.568 -25.430 9.929
H -16.256 -25.529 10.485
H -15.863 -25.951 8.765
H -13.512 -30.555 9.069
H -12.216 -29.871 9.770
C -12.373 -23.601 2.206
C -13.131 -24.762 2.729
C -13.342 -24.652 4.228
O -13.929 -25.820 4.668
C -14.214 -25.722 6.071
N -14.546 -24.770 2.210
H -12.176 -23.709 1.089
H -11.383 -23.585 2.725
H -12.762 -22.624 2.362
H -12.584 -25.730 2.535
H -13.908 -23.763 4.568
H -12.373 -24.418 4.767
H -14.983 -24.901 6.264
H -13.288 -25.608 6.653
H -14.593 -26.695 6.368
H -14.741 -24.899 1.210
H -15.114 -25.388 2.824
C -14.365 -22.042 7.582
C -15.603 -21.541 8.235
C -16.012 -20.306 7.448
O -17.262 -19.742 7.939
C -17.579 -18.569 7.170
N -16.510 -22.655 8.318
H -13.573 -21.295 7.465
H -14.539 -22.558 6.656
H -13.996 -22.859 8.282
H -15.403 -21.177 9.270
H -16.171 -20.664 6.395
H -15.247 -19.496 7.409
H -17.837 -18.848 6.165
H -16.753 -17.860 7.203
H -18.451 -18.098 7.592
H -16.855 -22.821 7.331
H -17.313 -22.429 8.916
C -18.569 -28.598 2.238
C -19.500 -28.812 3.405
C -20.582 -27.756 3.350
O -21.482 -27.923 4.405
C -22.396 -26.863 4.523
N -20.085 -30.155 3.424
H -17.772 -29.424 2.192
H -18.017 -27.688 2.394
H -19.002 -28.574 1.231
H -18.973 -28.644 4.367
H -21.151 -27.786 2.392
H -20.169 -26.770 3.412
H -23.066 -26.857 3.646
H -21.870 -25.858 4.625
H -22.930 -27.057 5.463
H -20.898 -30.245 4.082
H -19.379 -30.836 3.580
C -11.437 -20.104 5.909
C -10.965 -21.475 6.314
C -9.625 -21.814 5.627
O -9.842 -21.832 4.256
C -8.766 -22.527 3.596
N -10.880 -21.593 7.748
H -11.627 -20.087 4.865
H -10.602 -19.397 6.158
H -12.268 -19.661 6.458
H -11.639 -22.258 5.984
H -9.160 -22.751 5.944
H -8.866 -21.060 5.878
H -7.826 -22.037 3.923
H -9.000 -22.501 2.553
H -8.658 -23.551 3.924
H -10.820 -20.682 8.217
H -10.082 -22.189 8.030
C -20.367 -26.465 11.361
C -20.633 -26.824 9.900
C -19.506 -26.379 8.991
O -19.978 -26.492 7.695
C -19.074 -26.024 6.708
N -20.983 -28.239 9.626
H -19.452 -26.828 11.787
H -21.236 -26.780 11.968
H -20.383 -25.382 11.474
H -21.500 -26.207 9.607
H -18.571 -26.954 9.164
H -19.210 -25.343 9.146
H -18.874 -24.883 6.891
H -19.492 -26.211 5.721
H -18.043 -26.475 6.748
H -20.186 -28.850 9.853
H -21.318 -28.381 8.682
C -20.151 -25.000 0.341
C -19.044 -24.833 -0.720
C -18.919 -23.327 -1.239
O -20.111 -22.690 -1.627
C -20.454 -23.089 -2.928
N -17.761 -25.251 -0.242
H -20.401 -26.022 0.647
H -21.063 -24.517 -0.005
H -19.761 -24.506 1.217
H -19.274 -25.541 -1.531
H -18.197 -23.436 -2.086
H -18.356 -22.740 -0.540
H -20.577 -24.173 -2.911
H -19.649 -22.797 -3.612
H -21.419 -22.662 -3.171
H -17.344 -24.881 0.593
H -17.619 -26.282 -0.231
C -14.555 -19.803 4.199
C -14.844 -18.318 4.090
C -13.809 -17.485 4.805
O -13.863 -17.884 6.161
C -12.970 -17.177 6.969
N -15.001 -17.770 2.766
H -13.555 -20.060 3.831
H -15.310 -20.247 3.561
H -14.669 -20.161 5.232
H -15.865 -18.202 4.555
H -14.164 -16.478 4.639
H -12.807 -17.514 4.328
H -13.275 -17.390 8.012
H -13.004 -16.092 6.805
H -11.965 -17.514 6.736
H -14.256 -18.078 2.138
H -15.943 -17.952 2.371
C -16.806 -30.103 7.694
C -17.894 -30.546 6.718
C -18.122 -32.046 6.821
O -17.047 -32.851 6.287
C -17.481 -34.233 6.327
N -19.082 -29.823 7.020
H -17.018 -30.414 8.699
H -16.700 -29.032 7.592
H -15.832 -30.619 7.481
H -17.558 -30.561 5.649
H -19.066 -32.250 6.209
H -18.351 -32.270 7.879
H -17.739 -34.488 7.378
H -16.693 -34.909 5.980
H -18.354 -34.465 5.732
H -19.810 -29.896 6.296
H -18.900 -28.893 7.365
C -8.683 -27.145 0.217
C -8.289 -26.190 1.370
C -7.469 -25.022 0.824
O -8.117 -24.489 -0.324
C -7.562 -23.231 -0.645
N -9.425 -25.672 2.082
H -7.753 -27.476 -0.248
H -9.274 -26.727 -0.553
H -9.151 -28.054 0.598
H -7.637 -26.754 2.098
H -6.423 -25.339 0.576
H -7.389 -24.182 1.534
H -7.752 -23.095 -1.688
H -6.482 -23.246 -0.487
H -7.957 -22.477 0.040
H -9.971 -24.999 1.542
H -9.937 -26.508 2.378
C -16.523 -19.798 -1.221
C -16.213 -20.504 0.098
C -17.223 -20.356 1.229
O -17.468 -19.023 1.462
C -18.062 -18.873 2.703
N -16.067 -22.009 -0.006
H -15.758 -20.128 -1.942
H -16.510 -18.687 -1.040
H -17.475 -20.075 -1.636
H -15.282 -20.056 0.519
H -16.839 -20.806 2.167
H -18.131 -20.950 0.988
H -19.151 -18.887 2.637
H -17.848 -17.875 2.974
H -17.569 -19.531 3.423
H -15.742 -22.395 -0.851
H -15.436 -22.321 0.727
C -10.100 -18.864 -0.020
C -9.957 -19.580 1.317
C -9.284 -18.700 2.394
O -8.003 -18.319 1.928
C -6.879 -18.981 2.491
N -11.276 -20.023 1.655
H -10.595 -19.452 -0.762
H -9.140 -18.558 -0.445
H -10.728 -17.981 0.094
H -9.287 -20.483 1.195
H -9.155 -19.232 3.346
H -9.905 -17.840 2.654
H -6.038 -18.544 1.959
H -6.826 -20.112 2.451
H -6.840 -18.707 3.595
H -11.226 -20.402 2.599
H -11.559 -20.703 0.982
C -20.360 -22.119 6.674
C -20.313 -21.898 5.150
C -19.359 -22.848 4.411
O -18.050 -22.582 4.827
C -17.097 -23.537 4.374
N -21.671 -22.048 4.545
H -19.932 -23.068 7.050
H -21.406 -22.173 6.975
H -19.804 -21.321 7.174
H -19.937 -20.830 4.946
H -19.417 -22.804 3.296
H -19.686 -23.885 4.661
H -16.100 -23.150 4.602
H -17.181 -23.661 3.311
H -17.212 -24.520 4.903
H -21.847 -23.039 4.478
H -21.666 -21.744 3.596
C -12.609 -32.710 6.139
C -12.048 -31.365 5.714
C -12.955 -30.705 4.717
O -12.339 -29.555 4.243
C -13.070 -29.003 3.180
N -11.918 -30.561 6.955
H -12.135 -33.026 7.080
H -12.489 -33.488 5.389
H -13.690 -32.645 6.340
H -11.097 -31.527 5.191
H -13.869 -30.427 5.295
H -13.248 -31.446 3.939
H -14.096 -28.792 3.551
H -13.068 -29.689 2.317
H -12.640 -28.043 2.918
H -11.511 -31.089 7.688
H -11.355 -29.769 6.817
C -11.290 -22.479 -1.525
C -11.578 -22.099 -2.999
C -10.492 -22.776 -3.896
O -10.670 -22.315 -5.200
C -9.805 -22.893 -6.209
N -13.002 -22.480 -3.291
H -11.203 -23.620 -1.483
H -12.168 -22.135 -0.948
H -10.403 -21.983 -1.191
H -11.429 -21.058 -3.283
H -10.567 -23.842 -3.903
H -9.514 -22.467 -3.455
H -9.536 -23.989 -6.090
H -8.854 -22.298 -6.326
H -10.176 -22.732 -7.216
H -13.661 -22.030 -2.648
H -13.195 -22.118 -4.211
C -12.328 -26.351 -0.423
C -13.486 -26.133 -1.371
C -14.487 -27.264 -1.165
O -15.693 -27.219 -1.957
C -15.395 -27.506 -3.326
N -14.096 -24.860 -1.084
H -11.849 -27.343 -0.541
H -12.730 -26.255 0.597
H -11.646 -25.492 -0.452
H -13.176 -26.123 -2.450
H -14.869 -27.164 -0.155
H -13.983 -28.240 -1.278
H -14.941 -26.624 -3.840
H -16.192 -27.953 -3.881
H -14.644 -28.289 -3.423
H -13.563 -24.127 -1.577
H -15.072 -24.892 -1.330
C -8.307 -27.290 5.315
C -9.638 -27.855 5.019
C -10.700 -26.741 5.179
O -10.726 -26.419 6.508
C -10.678 -24.998 6.768
N -9.734 -28.290 3.658
H -8.277 -26.280 4.951
H -7.476 -27.851 4.914
H -8.203 -27.220 6.393
H -9.844 -28.609 5.850
H -11.645 -27.169 4.900
H -10.388 -25.927 4.528
H -11.601 -24.637 7.272
H -10.598 -24.397 5.852
H -9.847 -24.818 7.421
H -9.001 -28.946 3.498
H -10.547 -28.874 3.670



148
Properties=species:S:1:pos:R:3 method="wB97M-V/def2-TZVPD" charge=+2
Y -0.283 -0.051 0.222
F 4.604 -0.236 -3.515
Ge 3.669 -0.170 -2.027
C 4.882 -0.052 -0.513
C 6.264 -0.055 -0.701
C 7.129 0.035 0.378
C 6.623 0.136 1.668
C 5.255 0.151 1.866
C 4.382 0.051 0.777
P 2.606 0.116 1.188
C 2.562 1.575 2.285
C 2.179 1.580 3.622
C 2.226 2.761 4.351
C 2.670 3.932 3.760
C 3.072 3.928 2.429
C 3.013 2.759 1.693
C 2.333 -1.350 2.220
C 3.204 -2.440 2.184
C 2.973 -3.547 2.985
C 1.886 -3.572 3.847
C 1.007 -2.502 3.881
C 1.205 -1.409 3.043
C 3.275 -2.119 -1.982
C 4.528 -2.674 -2.309
C 4.790 -4.030 -2.272
C 3.785 -4.900 -1.899
C 2.547 -4.383 -1.571
C 2.272 -3.010 -1.590
P 0.520 -2.535 -1.301
C -0.113 -2.435 -3.001
C -1.013 -1.440 -3.362
C -1.494 -1.360 -4.664
C -1.067 -2.271 -5.613
C -0.156 -3.265 -5.266
C 0.321 -3.345 -3.972
C -0.124 -4.096 -0.616
C 0.384 -4.523 0.615
C 0.042 -5.764 1.122
C -0.814 -6.593 0.406
C -1.336 -6.169 -0.807
C -0.992 -4.924 -1.321
C 3.190 1.751 -2.210
C 4.425 2.309 -2.595
C 4.656 3.670 -2.661
C 3.640 4.540 -2.324
C 2.415 4.022 -1.956
C 2.159 2.644 -1.898
P 0.425 2.170 -1.535
C -0.253 3.711 -0.843
C -0.676 4.757 -1.666
C -0.917 6.012 -1.134
C -0.740 6.240 0.225
C -0.345 5.201 1.055
C -0.109 3.942 0.522
C -0.313 2.046 -3.202
C 0.482 1.762 -4.310
C -0.083 1.667 -5.575
C -1.444 1.864 -5.746
C -2.245 2.145 -4.646
C -1.685 2.229 -3.382
H 6.673 -0.124 -1.702
H 8.198 0.033 0.214
H 7.292 0.211 2.514
H 4.864 0.253 2.872
H 1.866 0.672 4.118
H 1.927 2.758 5.391
H 2.716 4.846 4.337
H 3.432 4.837 1.965
H 3.340 2.766 0.659
H 4.067 -2.418 1.533
H 3.661 -4.381 2.955
H 1.732 -4.418 4.502
H 0.184 -2.513 4.581
H 0.538 -0.547 3.157
H 5.343 -2.036 -2.615
H 5.773 -4.393 -2.539
H 3.948 -5.968 -1.872
H 1.774 -5.091 -1.313
H -1.371 -0.709 -2.649
H -2.195 -0.579 -4.926
H -1.439 -2.211 -6.628
H 0.184 -3.972 -6.010
H 1.038 -4.114 -3.716
H 1.074 -3.890 1.168
H 0.447 -6.090 2.071
H -1.076 -7.567 0.795
H -2.007 -6.810 -1.363
H -1.395 -4.612 -2.276
H 5.254 1.666 -2.856
H 5.628 4.034 -2.966
H 3.788 5.611 -2.352
H 1.641 4.724 -1.704
H -0.777 4.606 -2.734
H -1.232 6.818 -1.784
H -0.916 7.225 0.636
H -0.221 5.360 2.118
H 0.209 3.154 1.195
H 1.550 1.629 -4.205
H 0.548 1.453 -6.426
H -1.879 1.809 -6.735
H -3.306 2.314 -4.774
H -2.322 2.480 -2.543
C -3.837 4.597 -0.100
C -3.715 4.344 1.394
C -3.830 2.856 1.879
C -4.506 2.892 3.261
C -4.651 1.569 3.989
C -4.715 2.161 0.865
O -5.912 2.180 0.864
N -4.034 1.535 -0.207
C -2.740 1.160 -0.125
O -2.225 0.413 -1.017
N -1.957 1.467 0.911
C -2.425 2.239 1.967
O -1.709 2.415 2.928
H -3.726 5.661 -0.297
H -4.815 4.297 -0.480
H -3.065 4.082 -0.672
H -4.513 4.879 1.911
H -2.773 4.736 1.776
H -5.491 3.333 3.102
H -3.934 3.597 3.868
H -5.181 0.823 3.396
H -5.230 1.718 4.900
H -3.683 1.167 4.288
H -4.599 1.165 -0.960
C -3.414 -0.920 2.064
N -4.491 -1.770 2.525
C -5.086 -2.436 1.365
N -4.094 -3.240 0.651
C -3.028 -2.373 0.200
N -2.339 -1.667 1.333
C -1.886 -2.706 2.302
N -2.939 -3.589 2.749
C -3.957 -2.788 3.425
C -3.542 -4.230 1.579
H -2.955 -0.405 2.910
H -3.853 -0.193 1.394
H -5.496 -1.683 0.688
H -5.899 -3.079 1.700
H -3.427 -1.619 -0.478
H -2.287 -2.968 -0.332
H -1.484 -2.180 3.164
H -1.101 -3.292 1.837
H -3.516 -2.302 4.298
H -4.768 -3.436 3.759
H -4.342 -4.895 1.908
H -2.782 -4.821 1.065



no.,E_LUMO (eV)
1,0.487
2,-5.405